The following is a quantum chemistry calculation of the molecule C14H16N2O6S, from OMol25.

The geometry in XYZ format:
```
39
Properties=species:S:1:pos:R:3
S -0.324 1.348 -0.862
O -0.256 0.878 -2.077
O 5.049 1.922 0.072
O -6.309 -0.014 1.225
O 4.335 -2.743 0.002
O 0.108 2.609 -0.194
O -5.492 -1.253 -0.873
N 0.419 0.093 0.233
N -3.834 1.488 1.074
C -4.061 0.465 0.118
C -6.737 -1.712 -0.697
C -2.989 0.298 -0.668
C 2.619 1.124 0.284
C 2.339 -1.277 0.226
C 1.952 0.073 0.045
C 3.701 -1.509 0.028
C -1.911 1.104 -0.108
C -2.533 2.026 1.002
C 3.605 -3.839 0.142
C 4.499 3.040 0.034
C -5.420 -0.260 0.303
C 4.471 -0.303 0.266
C 4.055 1.002 0.156
H 4.316 -4.510 0.167
H -6.803 -2.205 0.098
H -4.363 1.514 1.769
H 5.297 3.817 0.103
H -7.525 -1.001 -0.905
H 1.717 -2.156 -0.067
H -0.048 -0.699 0.278
H 3.905 3.361 -0.778
H -2.871 -0.339 -1.398
H 2.913 -4.065 0.987
H 3.948 3.636 0.900
H 2.235 2.222 -0.135
H 5.667 -0.430 0.058
H -6.606 -2.368 -1.657
H 2.920 -4.005 -0.774
H -1.988 2.667 1.624
```

Properties
**2S+1**: 1
**SMILES string**: COC(=O)c1cc(S(=O)(=O)Nc2cc(OC)cc(OC)c2)c[nH]1
**Total energy**: -1501.78253 Ha
**Frontier orbital gap**: 0.2983 Ha